Entry 1:
86
Properties=species:S:1:pos:R:3 method="wB97M-V/def2-TZVPD" homo_lumo_gap_ev=5.9089 charge=+2
Hf 0.658 -0.439 -0.238
C -1.891 2.398 3.185
C -0.818 2.688 2.138
C -1.456 3.223 0.855
P 0.258 1.189 1.823
C 1.527 1.227 3.184
C 1.062 1.485 4.617
C 2.511 2.338 2.782
C -0.916 -0.214 2.025
C -1.091 -0.931 3.210
C -2.075 -1.898 3.336
C -2.285 -2.636 4.627
C -2.882 -2.148 2.223
C -2.693 -1.500 1.020
C -1.703 -0.526 0.882
N -1.284 0.065 -0.333
C -1.995 -0.007 -1.551
C -3.385 -0.043 -1.656
C -4.007 -0.138 -2.888
C -3.284 -0.187 -4.079
C -3.976 -0.325 -5.403
C -1.904 -0.060 -3.988
C -1.262 0.051 -2.758
P 0.498 0.465 -2.610
C 0.399 2.283 -2.194
C -0.279 3.166 -3.237
C 1.774 2.814 -1.769
C 1.462 0.075 -4.138
C 2.921 -0.191 -3.742
C 1.367 1.146 -5.222
H -2.321 3.345 3.512
H -1.512 1.883 4.066
H -2.693 1.795 2.757
H -0.115 3.432 2.523
H -2.020 2.441 0.345
H -0.711 3.634 0.172
H -2.152 4.022 1.110
H 2.030 0.257 3.131
H 0.614 2.474 4.718
H 1.940 1.463 5.265
H 0.363 0.745 4.996
H 2.029 3.316 2.827
H 2.912 2.205 1.779
H 3.349 2.359 3.480
H -0.455 -0.725 4.058
H -1.557 -2.339 5.379
H -2.211 -3.713 4.474
H -3.282 -2.436 5.022
H -3.667 -2.892 2.295
H -3.296 -1.783 0.169
H -3.986 0.026 -0.759
H -5.089 -0.171 -2.927
H -4.609 -1.213 -5.420
H -3.260 -0.399 -6.219
H -4.621 0.534 -5.592
H -1.317 -0.039 -4.899
H -0.253 2.246 -1.315
H 0.401 3.432 -4.044
H -0.604 4.092 -2.760
H -1.160 2.682 -3.661
H 2.439 2.912 -2.628
H 2.251 2.158 -1.034
H 1.673 3.804 -1.322
H 1.015 -0.855 -4.501
H 3.392 0.711 -3.345
H 3.486 -0.497 -4.623
H 3.003 -0.983 -3.000
H 1.917 2.043 -4.936
H 0.339 1.424 -5.452
H 1.824 0.756 -6.132
O 0.820 -4.059 -1.493
S 1.157 -3.236 -0.398
O 0.040 -2.441 0.209
N 2.124 -1.943 -0.749
C 2.871 -1.694 0.352
S 3.394 -0.139 0.618
C 2.982 -2.821 1.288
C 3.777 -2.927 2.417
C 3.687 -4.093 3.169
C 2.827 -5.124 2.805
C 2.003 -5.015 1.686
C 2.106 -3.857 0.952
H 4.460 -2.132 2.683
H 4.301 -4.207 4.052
H 2.793 -6.028 3.398
H 1.321 -5.806 1.403

***

Entry 2:
86
Properties=species:S:1:pos:R:3 method="wB97M-V/def2-TZVPD" homo_lumo_gap_ev=7.0493 charge=+1
K -0.306 -0.188 -0.342
C 0.342 -2.438 3.698
C -1.025 -1.762 3.738
S -1.964 -1.838 2.197
C -2.366 -3.598 2.121
C -2.733 -4.010 0.698
S -1.482 -3.684 -0.564
C -0.126 -4.674 0.092
C 1.125 -4.464 -0.755
S 1.793 -2.781 -0.725
C 3.016 -2.898 0.596
C 2.480 -3.047 2.016
S 1.463 -1.632 2.520
H 0.240 -3.482 3.399
H 0.776 -2.433 4.699
H -0.923 -0.697 3.958
H -1.613 -2.186 4.554
H -3.207 -3.810 2.783
H -1.522 -4.187 2.477
H -3.620 -3.468 0.363
H -2.995 -5.071 0.692
H -0.401 -5.732 0.081
H 0.075 -4.378 1.121
H 0.908 -4.689 -1.801
H 1.916 -5.149 -0.445
H 3.611 -1.987 0.504
H 3.694 -3.726 0.380
H 3.321 -3.169 2.702
H 1.874 -3.949 2.089
C 0.519 -0.195 -4.912
C -0.624 0.365 -5.450
C -1.801 0.318 -4.719
C -1.797 -0.298 -3.474
N -0.686 -0.814 -2.938
C 0.438 -0.759 -3.648
C -3.057 -0.436 -2.674
C -4.293 -0.511 -3.306
C -5.436 -0.643 -2.536
C -5.311 -0.689 -1.158
C -4.038 -0.614 -0.614
N -2.931 -0.501 -1.345
H 1.462 -0.180 -5.440
H -0.606 0.837 -6.424
H -2.704 0.766 -5.108
H 1.321 -1.181 -3.180
H -4.359 -0.493 -4.385
H -6.408 -0.714 -3.007
H -6.174 -0.785 -0.514
H -3.893 -0.636 0.461
C -2.318 5.678 2.548
C -2.123 4.264 2.083
C -1.195 3.418 2.674
C -1.041 2.130 2.188
N -1.749 1.630 1.178
C -2.642 2.445 0.610
C -2.860 3.747 1.022
H -1.770 5.874 3.468
H -3.373 5.889 2.726
H -1.969 6.379 1.789
H -0.592 3.756 3.507
H -0.298 1.469 2.624
H -3.208 2.031 -0.217
H -3.602 4.353 0.517
C 4.660 3.422 0.616
N 4.455 2.097 1.264
C 3.367 2.151 2.291
C 4.196 0.979 0.248
C 3.180 1.405 -0.765
C 3.625 1.653 -2.071
C 2.737 2.132 -3.019
C 1.423 2.381 -2.631
C 1.021 2.117 -1.326
C 1.861 1.596 -0.323
H 4.984 4.128 1.376
H 3.713 3.726 0.178
H 5.408 3.319 -0.165
H 5.317 1.846 1.743
H 2.423 2.120 1.745
H 3.487 3.067 2.866
H 3.467 1.276 2.930
H 3.854 0.145 0.860
H 5.170 0.753 -0.190
H 4.659 1.465 -2.351
H 3.061 2.316 -4.035
H 0.715 2.774 -3.354
H -0.017 2.360 -1.077

***

Entry 3:
96
Properties=species:S:1:pos:R:3 method="wB97M-V/def2-TZVPD" s2=2.0296 homo_lumo_gap_ev="7.0854 / 7.0322" charge=+1 multiplicity=3
Mo 0.188 -0.631 0.579
N -1.149 0.326 2.062
C -2.199 -0.564 2.599
C -2.733 -1.364 1.432
N -1.605 -2.018 0.710
C -1.253 -3.351 1.283
C -0.040 -3.256 2.171
N 0.984 -2.510 1.409
H -0.614 0.767 2.815
H -1.591 1.106 1.575
H -2.996 0.008 3.076
H -1.742 -1.198 3.356
H -3.230 -0.695 0.726
H -3.462 -2.111 1.745
H -1.938 -2.216 -0.233
H -1.009 -3.996 0.445
H -2.114 -3.784 1.790
H 0.310 -4.252 2.444
H -0.214 -2.692 3.082
H 1.393 -3.088 0.678
H 1.722 -2.221 2.046
C -2.714 -0.721 -3.274
C -1.904 0.091 -2.264
N -0.460 0.024 -2.379
C 0.210 0.930 -3.305
C -0.062 0.675 -4.785
C 0.255 -0.885 -1.583
S 0.477 -2.380 -2.692
N 1.543 -0.489 -1.111
C 1.593 0.812 -0.683
O 0.513 1.350 -0.262
C 2.882 1.509 -0.650
C 2.899 2.885 -0.435
C 4.106 3.563 -0.412
C 5.294 2.864 -0.590
C 5.276 1.491 -0.805
C 4.071 0.810 -0.846
H -3.754 -0.793 -2.951
H -2.321 -1.734 -3.362
H -2.703 -0.264 -4.261
H -2.165 -0.240 -1.253
H -2.191 1.148 -2.319
H 1.283 0.853 -3.136
H -0.077 1.958 -3.051
H 0.085 -0.377 -5.035
H 0.626 1.269 -5.390
H -1.074 0.957 -5.069
H 1.968 3.417 -0.295
H 4.123 4.633 -0.249
H 6.238 3.393 -0.571
H 6.204 0.954 -0.947
H 4.037 -0.256 -1.023
C -0.333 7.240 -0.621
C -0.042 6.307 0.521
C 0.127 4.941 0.305
C 0.401 4.080 1.357
C 0.519 4.596 2.639
C 0.349 5.951 2.884
C 0.069 6.795 1.822
S 0.854 3.507 3.977
O 0.235 2.245 3.631
O 0.538 4.165 5.206
N 2.477 3.304 3.964
C 3.084 2.175 3.258
C 2.770 0.790 3.833
C 1.740 -0.005 3.068
O 1.001 -0.808 3.636
O 1.726 0.189 1.782
H -0.656 6.696 -1.508
H 0.559 7.812 -0.886
H -1.111 7.955 -0.355
H 0.030 4.542 -0.698
H 0.520 3.019 1.176
H 0.424 6.330 3.895
H -0.074 7.853 2.007
H 2.857 3.526 4.877
H 4.157 2.358 3.273
H 2.782 2.224 2.213
H 2.425 0.852 4.864
H 3.680 0.183 3.840
O -4.580 -3.655 -2.760
S -3.786 -4.209 -1.716
O -4.198 -4.091 -0.346
N -2.227 -3.568 -1.761
C -1.367 -4.506 -1.885
S 0.368 -4.184 -1.767
C -1.887 -5.879 -2.100
C -1.204 -7.053 -2.362
C -1.955 -8.198 -2.611
C -3.344 -8.157 -2.614
C -4.033 -6.975 -2.351
C -3.273 -5.860 -2.082
H -0.122 -7.077 -2.389
H -1.449 -9.130 -2.821
H -3.902 -9.058 -2.834
H -5.114 -6.937 -2.361

***

Please write out number 2 again, unchanged.
86
Properties=species:S:1:pos:R:3 method="wB97M-V/def2-TZVPD" homo_lumo_gap_ev=7.0493 charge=+1
K -0.306 -0.188 -0.342
C 0.342 -2.438 3.698
C -1.025 -1.762 3.738
S -1.964 -1.838 2.197
C -2.366 -3.598 2.121
C -2.733 -4.010 0.698
S -1.482 -3.684 -0.564
C -0.126 -4.674 0.092
C 1.125 -4.464 -0.755
S 1.793 -2.781 -0.725
C 3.016 -2.898 0.596
C 2.480 -3.047 2.016
S 1.463 -1.632 2.520
H 0.240 -3.482 3.399
H 0.776 -2.433 4.699
H -0.923 -0.697 3.958
H -1.613 -2.186 4.554
H -3.207 -3.810 2.783
H -1.522 -4.187 2.477
H -3.620 -3.468 0.363
H -2.995 -5.071 0.692
H -0.401 -5.732 0.081
H 0.075 -4.378 1.121
H 0.908 -4.689 -1.801
H 1.916 -5.149 -0.445
H 3.611 -1.987 0.504
H 3.694 -3.726 0.380
H 3.321 -3.169 2.702
H 1.874 -3.949 2.089
C 0.519 -0.195 -4.912
C -0.624 0.365 -5.450
C -1.801 0.318 -4.719
C -1.797 -0.298 -3.474
N -0.686 -0.814 -2.938
C 0.438 -0.759 -3.648
C -3.057 -0.436 -2.674
C -4.293 -0.511 -3.306
C -5.436 -0.643 -2.536
C -5.311 -0.689 -1.158
C -4.038 -0.614 -0.614
N -2.931 -0.501 -1.345
H 1.462 -0.180 -5.440
H -0.606 0.837 -6.424
H -2.704 0.766 -5.108
H 1.321 -1.181 -3.180
H -4.359 -0.493 -4.385
H -6.408 -0.714 -3.007
H -6.174 -0.785 -0.514
H -3.893 -0.636 0.461
C -2.318 5.678 2.548
C -2.123 4.264 2.083
C -1.195 3.418 2.674
C -1.041 2.130 2.188
N -1.749 1.630 1.178
C -2.642 2.445 0.610
C -2.860 3.747 1.022
H -1.770 5.874 3.468
H -3.373 5.889 2.726
H -1.969 6.379 1.789
H -0.592 3.756 3.507
H -0.298 1.469 2.624
H -3.208 2.031 -0.217
H -3.602 4.353 0.517
C 4.660 3.422 0.616
N 4.455 2.097 1.264
C 3.367 2.151 2.291
C 4.196 0.979 0.248
C 3.180 1.405 -0.765
C 3.625 1.653 -2.071
C 2.737 2.132 -3.019
C 1.423 2.381 -2.631
C 1.021 2.117 -1.326
C 1.861 1.596 -0.323
H 4.984 4.128 1.376
H 3.713 3.726 0.178
H 5.408 3.319 -0.165
H 5.317 1.846 1.743
H 2.423 2.120 1.745
H 3.487 3.067 2.866
H 3.467 1.276 2.930
H 3.854 0.145 0.860
H 5.170 0.753 -0.190
H 4.659 1.465 -2.351
H 3.061 2.316 -4.035
H 0.715 2.774 -3.354
H -0.017 2.360 -1.077

***

Q: Look up the charge of the third one.
A: +1